No. 1
92
Properties=species:S:1:pos:R:3:lowdin_charge:R:1 method="wB97M-V/def2-TZVPD" total_charge=+1 de_lowest_kj_mol=0.00 multiplicity=2 lumo_energy_ev="-1.7977 / -4.3469" homo_lumo_gap_ev="8.397 / 5.849"
Fe -0.2400 -0.7136 0.4110 0.52
C -3.4084 1.9537 0.5511 -0.16
Si -3.7191 0.1404 0.1738 0.46
C -5.3639 -0.2559 1.0142 -0.17
C -4.0456 -0.0369 -1.6669 -0.17
C -2.3050 -0.9833 0.6853 -0.36
C -1.9769 -1.0114 2.1257 -0.37
C -2.7562 -0.8589 3.2765 0.00
C -2.1413 -0.8610 4.5149 -0.04
C -0.7591 -0.9956 4.6210 -0.06
C -0.0305 -1.1171 3.4555 -0.10
N -0.6326 -1.1285 2.2689 -0.01
Si -2.4875 -2.6835 -0.0466 0.50
C -4.1270 -3.5609 0.2363 -0.17
C -1.2068 -3.8101 0.8045 -0.27
C -2.1994 -2.6962 -1.9127 -0.16
H -4.2603 2.5428 0.2014 0.04
H -2.5118 2.3445 0.0709 0.01
H -3.3196 2.1260 1.6255 0.03
H -6.1701 0.2422 0.4691 0.04
H -5.4205 0.1065 2.0413 0.02
H -5.5856 -1.3236 1.0225 0.02
H -4.7561 0.7392 -1.9638 0.04
H -4.4987 -0.9982 -1.9142 0.03
H -3.1482 0.0788 -2.2720 0.00
H -3.8272 -0.7637 3.1921 0.10
H -2.7396 -0.7613 5.4117 0.12
H -0.2665 -1.0003 5.5822 0.11
H 1.0506 -1.1877 3.4471 0.12
H -4.3839 -3.6002 1.2981 0.04
H -4.0591 -4.5889 -0.1282 0.04
H -4.9557 -3.0812 -0.2877 0.03
H -1.1182 -3.4776 1.8407 0.07
H 0.9100 -4.1869 0.9214 0.09
H -1.5887 -4.8306 0.8445 0.06
H -3.1543 -2.7749 -2.4341 0.04
H -1.6050 -3.5599 -2.2279 0.00
H -1.7034 -1.7961 -2.2770 0.02
C 5.6820 2.2993 0.5637 -0.03
C 5.2755 1.0909 -0.2489 -0.42
C 6.3576 0.0404 -0.3363 -0.03
O 4.1208 0.4717 0.4202 -0.16
P 2.6926 0.4083 -0.2140 0.49
O 1.7572 -0.1675 0.7932 -0.28
C 2.2288 2.0484 -0.7763 -0.18
P 0.4153 2.2256 -0.8278 0.49
O -0.2377 0.8903 -0.9531 -0.27
O 0.0587 3.2279 -1.9627 -0.14
C -0.2749 2.9048 -3.3605 -0.39
C 0.8128 2.0640 -3.9946 -0.04
C -1.6433 2.2689 -3.4397 -0.04
O 0.0362 3.0540 0.4386 -0.16
C 0.5913 2.8320 1.7832 -0.42
C -0.5508 2.5155 2.7209 -0.02
C 1.3448 4.0857 2.1581 -0.03
O 2.7545 -0.3630 -1.5846 -0.16
C 2.5283 -1.7939 -1.8059 -0.31
C 1.0706 -2.1754 -1.6058 -0.19
C 3.5238 -2.6384 -1.0377 -0.01
H 6.5257 2.7980 0.0870 0.10
H 5.9819 1.9934 1.5659 0.10
H 4.8673 3.0184 0.6491 0.07
H 4.9613 1.3877 -1.2539 0.14
H 6.5914 -0.3352 0.6599 0.10
H 7.2620 0.4744 -0.7624 0.10
H 6.0472 -0.7921 -0.9654 0.07
H 2.6233 2.2086 -1.7799 0.08
H 2.6564 2.8080 -0.1209 0.07
H -0.2922 3.8940 -3.8144 0.15
H 0.8888 1.0880 -3.5085 0.07
H 1.7790 2.5685 -3.9621 0.09
H 0.5642 1.8938 -5.0423 0.10
H -1.6185 1.2542 -3.0477 0.05
H -1.9617 2.2331 -4.4821 0.10
H -2.3735 2.8492 -2.8770 0.10
H 1.2605 1.9692 1.7351 0.11
H -1.2559 3.3455 2.7490 0.10
H -0.1608 2.3495 3.7260 0.10
H -1.0815 1.6167 2.4072 0.06
H 0.6685 4.9403 2.1485 0.10
H 2.1633 4.2907 1.4665 0.07
H 1.7597 3.9818 3.1610 0.10
H 2.7242 -1.8829 -2.8739 0.16
H 1.4932 -2.3134 0.3667 0.08
H 0.9052 -3.0750 -2.1975 0.04
H 0.4429 -1.3881 -2.0269 0.11
H 3.5005 -2.4399 0.0362 0.09
H 4.5374 -2.4552 -1.3888 0.08
H 3.2923 -3.6932 -1.1982 0.09
Se 0.3692 -5.2455 -1.1411 0.86
C 0.1849 -3.8279 0.1809 -0.70
N 0.6612 -2.4345 -0.2023 -0.10

***

No. 2
14
Properties=species:S:1:pos:R:3:lowdin_charge:R:1 method="wB97M-V/def2-TZVPD" de_lowest_kj_mol=567.20 lumo_energy_ev="-0.8230 / -0.4549" homo_lumo_gap_ev="6.827 / 7.280"
C -0.4421 -0.5108 -0.0458 -0.43
C -0.4679 0.8518 -0.3168 -0.08
C 1.4558 1.3239 0.4359 -0.28
C -1.9101 -1.0657 -0.0395 -0.04
N 0.4801 -1.3795 0.3434 -0.36
N 2.5071 0.5747 0.1492 -0.24
O 0.6308 1.6968 -0.5880 -0.03
S 2.0913 -1.1853 0.4235 0.93
H -1.3431 1.3846 -0.3483 0.09
H 0.9628 1.1329 1.2805 0.08
H -2.1113 -1.7826 0.6779 0.03
H -2.1195 -1.6402 -1.0933 0.13
H -2.5606 -0.1640 -0.0379 0.07
H 2.8265 0.7636 -0.8408 0.13

***

No. 3
56
Properties=species:S:1:pos:R:3:lowdin_charge:R:1 method="wB97M-V/def2-TZVPD" total_charge=+3 multiplicity=4 lumo_energy_ev="-11.1127 / -11.0693" homo_lumo_gap_ev="4.537 / 4.104"
Y -2.1273 1.7827 -2.4035 2.02
Cr 1.7788 1.1140 -1.0305 1.07
C -1.1201 1.1031 2.7201 -0.04
C -0.5130 -0.3348 2.6610 -0.43
C -1.5570 -1.2335 3.3680 -0.13
C -1.3042 -2.7781 3.3093 -0.17
C -1.1234 -3.1277 1.8996 -0.17
C -0.0193 -2.4005 1.0778 -0.50
N -0.2167 -0.9663 1.3051 -0.05
O 0.7363 -0.0465 0.5514 -0.27
C -0.1861 -2.9213 -0.3643 -0.03
C 1.3497 -2.9160 1.5171 -0.03
C 0.7912 -0.2409 3.5872 -0.01
H -1.1133 1.4693 3.7467 0.11
H -2.0979 1.1533 2.2411 0.06
H -0.5256 1.8368 2.1757 0.07
H -2.5768 -1.1115 3.0028 0.11
H -1.7202 -0.8768 4.3850 0.13
H -2.1292 -3.3527 3.7305 0.13
H -0.4299 -3.0638 3.8941 0.12
H -2.0723 -3.0296 1.3722 0.13
H -0.8721 -4.1838 1.9970 0.14
H -0.3161 -3.9978 -0.4750 0.11
H 0.7169 -2.7758 -0.9572 0.05
H -0.9781 -2.3599 -0.8600 0.07
H 1.4475 -3.0245 2.5972 0.08
H 2.1183 -2.2492 1.1264 0.08
H 1.6480 -3.9093 1.1816 0.10
H 1.5804 -0.9879 3.5025 0.07
H 0.5571 -0.4158 4.6373 0.09
H 1.2491 0.7423 3.4796 0.08
O 0.0613 1.2228 -1.9777 -0.42
H 0.2204 1.4420 -2.9164 -0.02
O 1.4221 2.8452 -0.2253 -0.34
H 1.9504 3.0804 0.5622 0.06
O 1.2871 3.9931 -3.7082 0.00
H 0.7946 4.7442 -3.3773 0.10
H 1.6356 4.2867 -4.5500 0.10
O -2.1102 0.6779 -0.3557 -0.09
H -2.9608 0.6626 0.0830 0.10
H -1.5255 0.2068 0.2379 0.04
O -1.3621 -0.2955 -3.6301 -0.05
H -0.7822 -1.0441 -3.4910 0.10
H -1.5266 -0.2913 -4.5731 0.09
O -1.0547 3.4043 -0.7117 -0.09
H -0.1054 3.3028 -0.6431 -0.03
H -1.2719 4.0743 -0.0635 0.10
O -0.7708 2.3102 -4.3352 -0.08
H -0.6294 1.8785 -5.1777 0.11
H -0.1043 2.9964 -4.3023 0.03
O 2.1278 -0.6717 -2.1114 -0.03
H 2.8657 -0.6349 -2.7200 0.09
H 1.6817 -1.4913 -2.3244 0.08
O 2.8291 1.9276 -2.6515 -0.03
H 3.5918 1.6188 -3.1405 0.11
H 2.7620 2.8564 -2.8730 0.07

***

No. 4
16
Properties=species:S:1:pos:R:3:lowdin_charge:R:1 method="wB97M-V/def2-TZVPD" de_lowest_kj_mol=603.33 lumo_energy_ev=0.3973 homo_lumo_gap_ev=8.633
C 1.8108 0.3475 -0.3429 -0.01
C 0.3197 0.3504 -0.1725 -0.26
C -0.4647 1.5804 -0.4109 -0.17
N -0.5804 1.7170 -1.6972 -0.07
O -0.1067 0.5980 -2.2150 -0.19
N -0.2156 -0.5935 0.5922 -0.15
C -1.6297 -0.7863 0.8693 0.01
O 0.5834 -1.6594 1.0370 0.03
H 2.1628 -0.6005 -0.7474 0.09
H 2.0927 1.1413 -1.0263 0.09
H 2.2798 0.4939 0.6342 0.10
H -0.8733 2.2453 0.3361 0.10
H -2.1982 0.0221 0.4190 0.09
H -1.9545 -1.7398 0.4483 0.10
H -1.7882 -0.7931 1.9475 0.10
H 0.5620 -2.3234 0.3286 0.13

***

Repeat the second record exactly.
14
Properties=species:S:1:pos:R:3:lowdin_charge:R:1 method="wB97M-V/def2-TZVPD" de_lowest_kj_mol=567.20 lumo_energy_ev="-0.8230 / -0.4549" homo_lumo_gap_ev="6.827 / 7.280"
C -0.4421 -0.5108 -0.0458 -0.43
C -0.4679 0.8518 -0.3168 -0.08
C 1.4558 1.3239 0.4359 -0.28
C -1.9101 -1.0657 -0.0395 -0.04
N 0.4801 -1.3795 0.3434 -0.36
N 2.5071 0.5747 0.1492 -0.24
O 0.6308 1.6968 -0.5880 -0.03
S 2.0913 -1.1853 0.4235 0.93
H -1.3431 1.3846 -0.3483 0.09
H 0.9628 1.1329 1.2805 0.08
H -2.1113 -1.7826 0.6779 0.03
H -2.1195 -1.6402 -1.0933 0.13
H -2.5606 -0.1640 -0.0379 0.07
H 2.8265 0.7636 -0.8408 0.13